C31H93O31 | ωB97M-V/def2-TZVPD

Bonds (Å) are listed after each position.
Atoms and positions in Å:
1 C -0.616 0.797 -0.036  O2 1.372, H3 1.119, H4 1.135, H5 1.109
2 O 0.519 0.025 -0.044  C1 1.372
3 H -1.323 0.608 -0.883  C1 1.119
4 H -1.268 0.743 0.892  C1 1.135
5 H -0.450 1.879 -0.217  C1 1.109
6 C 2.333 -0.237 3.025  C7 1.525, O9 1.386, H10 1.118, H11 1.089
7 C 2.394 -0.409 4.539  C6 1.525, O8 1.446, H12 1.084, H13 1.091
8 O 1.380 0.453 5.103  C7 1.446, H14 0.967
9 O 1.059 -0.538 2.570  C6 1.386, H15 1.009
10 H 3.065 -0.911 2.517  C6 1.118
11 H 2.590 0.807 2.850  C6 1.089
12 H 3.331 -0.053 4.951  C7 1.084
13 H 2.288 -1.449 4.855  C7 1.091
14 H 0.541 -0.019 5.195  O8 0.967
15 H 1.003 -0.466 1.565  O9 1.009
16 C 2.395 -1.019 -2.733  C17 1.501, O19 1.391, H20 1.106, H21 1.102
17 C 2.732 -2.310 -2.045  C16 1.501, O18 1.433, H22 1.090, H23 1.088
18 O 2.424 -2.401 -0.649  C17 1.433, H24 0.954
19 O 1.071 -0.634 -2.562  C16 1.391, H25 1.040
20 H 2.550 -1.171 -3.818  C16 1.106
21 H 3.073 -0.188 -2.481  C16 1.102
22 H 3.786 -2.437 -2.297  C17 1.090
23 H 2.238 -3.079 -2.634  C17 1.088
24 H 1.520 -2.103 -0.591  O18 0.954
25 H 0.964 -0.382 -1.559  O19 1.040
26 C -2.329 5.193 0.707  C27 1.512, O29 1.403, H30 1.071, H31 1.086
27 C -1.450 4.288 1.540  C26 1.512, O28 1.432, H32 1.140, H33 1.107
28 O -2.277 3.307 2.174  C27 1.432, H34 0.954
29 O -1.475 6.080 0.034  C26 1.403, H35 0.976
30 H -2.956 5.835 1.292  C26 1.071
31 H -2.987 4.607 0.073  C26 1.086
32 H -0.902 4.955 2.286  C27 1.140
33 H -0.639 3.820 0.950  C27 1.107
34 H -1.667 2.826 2.728  O28 0.954
35 H -0.864 5.504 -0.463  O29 0.976
36 C -3.973 1.559 -0.023  C37 1.511, O39 1.403, H40 1.102, H41 1.096
37 C -4.392 0.306 -0.756  C36 1.511, O38 1.431, H42 1.089, H43 1.093
38 O -5.018 0.633 -2.000  C37 1.431, H44 0.962
39 O -5.066 2.430 0.094  C36 1.403, H45 0.972
40 H -3.230 2.038 -0.681  C36 1.102
41 H -3.497 1.310 0.932  C36 1.096
42 H -5.078 -0.257 -0.124  C37 1.089
43 H -3.521 -0.320 -0.963  C37 1.093
44 H -5.356 1.511 -1.802  O38 0.962
45 H -4.753 3.204 0.592  O39 0.972
46 C 0.809 -5.626 0.860  C47 1.527, O49 1.422, H50 1.104, H51 1.094
47 C 2.037 -5.934 0.005  C46 1.527, O48 1.413, H52 1.113, H53 1.122
48 O 1.615 -6.991 -0.832  C47 1.413, H54 0.967
49 O 0.468 -6.785 1.611  C46 1.422, H55 0.957
50 H -0.001 -5.373 0.155  C46 1.104
51 H 0.892 -4.710 1.453  C46 1.094
52 H 2.873 -6.250 0.668  C47 1.113
53 H 2.325 -5.046 -0.619  C47 1.122
54 H 1.500 -7.773 -0.274  O48 0.967
55 H -0.426 -6.614 1.906  O49 0.957
56 C -1.186 -2.802 -1.867  C57 1.507, O59 1.393, H60 1.092, H61 1.072
57 C -1.305 -4.267 -2.199  C56 1.507, O58 1.428, H62 1.107, H63 1.079
58 O -2.340 -5.009 -1.553  C57 1.428, H64 0.973
59 O -0.948 -2.555 -0.517  C56 1.393, H65 0.938
60 H -2.063 -2.274 -2.248  C56 1.092
61 H -0.333 -2.451 -2.412  C56 1.072
62 H -0.360 -4.800 -1.983  C57 1.107
63 H -1.409 -4.255 -3.273  C57 1.079
64 H -3.200 -4.776 -1.945  O58 0.973
65 H -0.603 -1.703 -0.330  O59 0.938
66 C -0.726 4.043 -2.959  C67 1.515, O69 1.398, H70 1.121, H71 1.098
67 C -0.974 4.291 -4.432  C66 1.515, O68 1.447, H72 1.093, H73 1.119
68 O -1.261 5.676 -4.740  C67 1.447, H74 0.966
69 O -1.945 4.027 -2.274  C66 1.398, H75 0.953
70 H -0.149 4.891 -2.506  C66 1.121
71 H -0.101 3.186 -2.677  C66 1.098
72 H -1.808 3.636 -4.700  C67 1.093
73 H -0.131 4.026 -5.118  C67 1.119
74 H -2.011 6.009 -4.229  O68 0.966
75 H -1.988 4.881 -1.854  O69 0.953
76 C 2.109 3.016 -0.923  C77 1.524, O79 1.378, H80 1.080, H81 1.106
77 C 3.140 4.058 -0.506  C76 1.524, O78 1.399, H82 1.064, H83 1.096
78 O 4.427 3.594 -0.803  C77 1.399, H84 0.968
79 O 2.472 1.805 -0.375  C76 1.378, H85 0.997
80 H 2.133 3.036 -2.003  C76 1.080
81 H 1.088 3.336 -0.645  C76 1.106
82 H 3.034 4.268 0.531  C77 1.064
83 H 2.976 4.986 -1.067  C77 1.096
84 H 5.039 3.779 -0.076  O78 0.968
85 H 1.695 1.203 -0.209  O79 0.997
86 C 5.945 0.563 -0.509  C87 1.527, O89 1.432, H90 1.102, H91 1.092
87 C 6.271 0.290 0.958  C86 1.527, O88 1.376, H92 1.094, H93 1.091
88 O 6.285 -1.040 1.311  C87 1.376, H94 0.979
89 O 4.676 -0.005 -0.851  C86 1.432, H95 1.001
90 H 6.646 0.056 -1.191  C86 1.102
91 H 6.021 1.636 -0.699  C86 1.092
92 H 5.574 0.892 1.548  C87 1.094
93 H 7.235 0.749 1.187  C87 1.091
94 H 5.548 -1.541 0.905  O88 0.979
95 H 3.929 0.645 -0.709  O89 1.001
96 C 4.642 -3.327 3.428  C97 1.554, O99 1.422, H100 1.069, H101 1.108
97 C 4.600 -3.942 2.002  C96 1.554, O98 1.417, H102 1.085, H103 1.093
98 O 4.523 -2.974 0.969  C97 1.417, H104 0.941
99 O 5.768 -2.500 3.696  C96 1.422, H105 0.964
100 H 4.681 -4.090 4.176  C96 1.069
101 H 3.667 -2.818 3.558  C96 1.108
102 H 3.841 -4.712 1.910  C97 1.085
103 H 5.538 -4.451 1.769  C97 1.093
104 H 3.630 -2.841 0.702  O98 0.941
105 H 5.882 -1.865 2.979  O99 0.964
106 C -3.732 -2.000 1.945  C107 1.514, O109 1.427, H110 1.075, H111 1.131
107 C -4.814 -2.779 2.661  C106 1.514, O108 1.438, H112 1.066, H113 1.084
108 O -5.911 -2.794 1.731  C107 1.438, H114 0.994
109 O -3.450 -2.718 0.745  C106 1.427, H115 0.948
110 H -2.861 -1.930 2.572  C106 1.075
111 H -4.003 -0.932 1.690  C106 1.131
112 H -5.028 -2.355 3.615  C107 1.066
113 H -4.397 -3.765 2.829  C107 1.084
114 H -5.539 -3.186 0.896  O108 0.994
115 H -2.547 -2.653 0.465  O109 0.948
116 C 3.006 1.798 -4.743  C117 1.489, O119 1.454, H120 1.104, H121 1.106
117 C 3.848 0.657 -5.198  C116 1.489, O118 1.404, H122 1.084, H123 1.131
118 O 4.755 0.985 -6.218  C117 1.404, H124 0.928
119 O 3.627 2.996 -4.202  C116 1.454, H125 0.973
120 H 2.309 1.492 -3.943  C116 1.104
121 H 2.351 2.247 -5.513  C116 1.106
122 H 3.218 -0.112 -5.629  C117 1.084
123 H 4.431 0.169 -4.362  C117 1.131
124 H 4.736 1.913 -6.227  O118 0.928
125 H 4.380 2.792 -3.621  O119 0.973
126 C -1.898 -0.128 4.571  C127 1.535, O129 1.409, H130 1.063, H131 1.103
127 C -1.602 1.368 4.746  C126 1.535, O128 1.444, H132 1.093, H133 1.091
128 O -0.689 1.854 3.739  C127 1.444, H134 0.964
129 O -0.857 -1.049 4.810  C126 1.409, H135 0.970
130 H -2.308 -0.283 3.602  C126 1.063
131 H -2.682 -0.263 5.334  C126 1.103
132 H -1.200 1.605 5.735  C127 1.093
133 H -2.533 1.932 4.671  C127 1.091
134 H 0.152 1.410 3.893  O128 0.964
135 H -0.418 -1.170 3.955  O129 0.970
136 C -1.057 -0.530 -5.090  C137 1.560, O139 1.437, H140 1.129, H141 1.056
137 C -2.084 -0.053 -4.017  C136 1.560, O138 1.432, H142 1.111, H143 1.129
138 O -3.181 -0.972 -3.964  C137 1.432, H144 0.981
139 O 0.013 0.428 -5.035  C136 1.437, H145 0.962
140 H -1.555 -0.477 -6.102  C136 1.129
141 H -0.745 -1.509 -4.846  C136 1.056
142 H -2.463 0.934 -4.359  C137 1.111
143 H -1.549 0.113 -3.037  C137 1.129
144 H -3.883 -0.386 -3.608  O138 0.981
145 H 0.603 0.241 -4.299  O139 0.962
146 C -5.396 1.353 3.677  C147 1.445, O149 1.434, H150 1.098, H151 1.105
147 C -6.634 1.286 2.935  C146 1.445, O148 1.460, H152 1.099, H153 1.104
148 O -7.679 1.679 3.876  C147 1.460, H154 0.961
149 O -5.360 0.349 4.700  C146 1.434, H155 1.003
150 H -5.249 2.356 4.100  C146 1.098
151 H -4.535 1.146 3.015  C146 1.105
152 H -6.720 0.241 2.605  C147 1.099
153 H -6.633 1.960 2.060  C147 1.104
154 H -8.450 1.415 3.365  O148 0.961
155 H -6.221 0.509 5.188  O149 1.003

Computed properties:
frontier orbital gap	9.1	eV
HOMO level	-7.1	eV
DFT total energy	-97123.509	eV
net charge	-1
molar mass	962.05	u